Record 1
An isolated molecule of C17H16ClNO3 in a non-equilibrium geometry. Source: OMol25; level of theory: ωB97M-V/def2-TZVPD.

The total charge is 0. As for the SMILES: CCCc1cc2c(cc1NC(=O)c1ccccc1Cl)OCO2. Its gap between HOMO and LUMO is 0.3242 hartree. As for the HOMO energy: -0.2997 hartree. Its calculated total energy is -38043.7587 eV.

Geometry as XYZ:
```
38
Properties=species:S:1:pos:R:3:nbo_charge:R:1
C -1.955 2.474 1.657 -0.597
C -0.642 1.836 1.216 -0.398
C -0.457 1.819 -0.314 -0.434
C -0.679 0.466 -0.934 -0.007
C -1.919 -0.160 -0.751 -0.252
C -2.149 -1.364 -1.362 0.235
C -1.186 -1.965 -2.173 0.295
C 0.035 -1.380 -2.368 -0.298
C 0.287 -0.160 -1.721 0.124
N 1.559 0.419 -1.946 -0.625
C 2.570 0.622 -1.060 0.672
O 3.631 1.085 -1.421 -0.586
C 2.306 0.206 0.353 -0.201
C 1.895 -1.092 0.638 -0.113
C 1.733 -1.508 1.946 -0.237
C 1.988 -0.633 2.989 -0.187
C 2.408 0.658 2.725 -0.234
C 2.570 1.071 1.412 0.005
Cl 3.065 2.694 1.098 0.031
O -1.678 -3.140 -2.674 -0.489
C -2.985 -3.262 -2.153 0.236
O -3.271 -2.149 -1.333 -0.476
H -2.814 1.936 1.266 0.192
H -2.023 2.475 2.743 0.210
H -2.010 3.504 1.312 0.203
H 0.175 2.403 1.664 0.211
H -0.579 0.817 1.601 0.206
H 0.540 2.174 -0.568 0.226
H -1.171 2.516 -0.761 0.217
H -2.684 0.301 -0.152 0.226
H 0.786 -1.838 -2.992 0.231
H 1.819 0.573 -2.913 0.411
H 1.716 -1.781 -0.172 0.216
H 1.413 -2.518 2.152 0.219
H 1.864 -0.956 4.012 0.220
H 2.611 1.348 3.528 0.231
H -3.710 -3.305 -2.982 0.159
H -3.059 -4.187 -1.559 0.159
```

---

Record 2
A cluster of 4 separate species, C16H29NO6S3 in total in a non-equilibrium geometry. Source: OMol25; level of theory: ωB97M-V/def2-TZVPD.

The total charge is 0. As for the SMILES: O=S1(=O)CCCC1.O=S1(=O)CCCC1.O=S1(=O)CCCC1.c1cc[nH]c1. Its gap between HOMO and LUMO is 0.2713 hartree. As for the HOMO energy: -0.2634 hartree. Its calculated total energy is -63340.6754 eV.

Geometry as XYZ:
```
55
Properties=species:S:1:pos:R:3:nbo_charge:R:1
O 2.315 1.167 -1.012 -0.957
S 3.534 0.403 -1.143 2.163
O 4.808 0.917 -0.722 -0.925
C 3.277 -1.294 -0.501 -0.670
C 2.921 -2.104 -1.732 -0.403
C 3.785 -1.578 -2.947 -0.398
C 3.579 -0.059 -2.873 -0.681
H 2.731 -1.177 0.435 0.277
H 4.210 -1.755 -0.159 0.238
H 3.264 -3.118 -1.525 0.225
H 1.862 -2.091 -1.991 0.211
H 3.355 -1.972 -3.861 0.223
H 4.817 -1.885 -2.798 0.217
H 2.596 0.167 -3.277 0.227
H 4.245 0.695 -3.296 0.255
O -1.633 -4.380 2.523 -0.927
S -1.574 -2.947 2.799 2.132
O -0.376 -2.182 2.570 -0.939
C -2.900 -1.994 1.953 -0.666
C -3.940 -1.600 2.992 -0.422
C -3.147 -1.342 4.303 -0.410
C -2.272 -2.586 4.450 -0.662
H -3.146 -2.616 1.090 0.247
H -2.408 -1.124 1.520 0.264
H -4.494 -0.709 2.680 0.227
H -4.800 -2.228 3.237 0.218
H -3.899 -1.378 5.097 0.217
H -2.728 -0.343 4.399 0.229
H -2.963 -3.372 4.748 0.239
H -1.468 -2.491 5.178 0.253
O -1.449 0.411 -0.747 -0.945
S -1.209 1.523 -1.647 2.140
O -0.600 2.714 -1.071 -0.939
C -0.233 0.924 -3.070 -0.653
C -1.190 1.096 -4.285 -0.403
C -2.634 1.064 -3.823 -0.420
C -2.732 1.911 -2.582 -0.660
H 0.015 -0.128 -2.963 0.241
H 0.656 1.547 -3.022 0.268
H -0.948 2.076 -4.705 0.210
H -0.948 0.298 -4.982 0.225
H -2.880 0.014 -3.613 0.213
H -3.297 1.287 -4.659 0.234
H -3.569 1.735 -1.908 0.257
H -2.853 2.943 -2.921 0.247
C 2.270 3.232 2.888 -0.318
C 1.724 2.078 3.450 -0.314
C 0.743 1.631 2.576 -0.092
N 0.779 2.440 1.484 -0.496
C 1.633 3.487 1.682 -0.080
H 2.990 3.884 3.362 0.211
H 2.092 1.616 4.350 0.212
H 0.160 0.723 2.572 0.212
H 0.274 2.268 0.621 0.438
H 1.654 4.202 0.876 0.211
```

---

Record 3
A structure of composition C23H19IN4O3Se3TeV. Source: OMol25; level of theory: ωB97M-V/def2-TZVPD.

Its expectation value of S² is 3.81. The total charge is -2. The spin multiplicity is 4. Its gap between HOMO and LUMO (alpha / beta) is 0.1746 / 0.2006 hartree. As for the HOMO energy (alpha / beta): -0.0216 / -0.0477 hartree. Its calculated total energy is -273387.8800 eV.

Geometry as XYZ:
```
55
Properties=species:S:1:pos:R:3:nbo_charge:R:1
V -0.025 -0.221 -0.362 1.072
C -1.727 1.816 -4.022 -0.644
C -0.875 2.660 -3.115 0.139
N -0.378 3.794 -3.624 -0.485
C 0.391 4.543 -2.827 0.002
C 0.695 4.242 -1.518 -0.121
C 1.511 5.189 -0.695 -0.080
O 0.737 5.916 0.274 -0.742
C 0.167 3.051 -0.948 -0.139
C 0.368 2.690 0.400 -0.043
N -0.134 1.562 0.953 -0.609
C -0.080 1.396 2.318 0.132
C 0.670 2.185 3.215 -0.222
C 0.653 1.954 4.580 -0.223
C -0.106 0.929 5.126 -0.281
C -0.857 0.132 4.266 -0.246
C -0.845 0.368 2.907 -0.176
I -2.005 -0.843 1.626 0.400
C -0.624 2.227 -1.803 0.305
O -1.130 1.095 -1.360 -0.790
H -2.454 2.445 -4.538 0.207
H -2.241 1.040 -3.458 0.242
H -1.112 1.338 -4.790 0.201
H 0.787 5.457 -3.267 0.159
H 1.963 5.947 -1.337 0.170
H 2.321 4.654 -0.183 0.158
H 0.116 5.286 0.659 0.472
H 0.944 3.371 1.021 0.161
H 1.311 2.969 2.838 0.200
H 1.263 2.579 5.224 0.194
H -0.115 0.747 6.194 0.194
H -1.457 -0.680 4.660 0.208
Se -1.252 -1.878 -2.009 0.074
Se -3.269 -2.510 -1.094 -0.625
Te 1.948 -4.215 -2.295 -0.573
Se 0.440 -2.915 -0.743 -0.080
O 1.350 -0.546 1.059 -0.767
C 2.529 -0.055 1.234 0.401
C 3.113 -0.139 2.524 -0.264
C 4.342 0.404 2.806 -0.197
C 5.071 1.073 1.816 -0.303
C 4.534 1.154 0.549 -0.175
C 3.293 0.597 0.226 -0.162
C 2.811 0.640 -1.145 0.392
N 1.609 0.307 -1.581 -0.537
C 1.605 0.433 -2.949 -0.048
C 2.823 0.858 -3.358 -0.090
N 3.575 0.989 -2.210 -0.509
H 2.523 -0.630 3.288 0.221
H 4.741 0.327 3.812 0.195
H 6.029 1.524 2.038 0.194
H 5.092 1.688 -0.214 0.177
H 0.725 0.213 -3.527 0.235
H 3.215 1.081 -4.333 0.211
H 4.548 1.225 -2.166 0.411
```

---

Record 4
A cluster of 2 separate species, C10H16O in total in a non-equilibrium geometry. Source: OMol25; level of theory: ωB97M-V/def2-TZVPD.

The total charge is 0. As for the SMILES: Cc1ccc(O)cc1.CCC. Its gap between HOMO and LUMO is 0.3405 hartree. As for the HOMO energy: -0.3116 hartree. Its calculated total energy is -12674.7747 eV.

Geometry as XYZ:
```
27
Properties=species:S:1:pos:R:3:nbo_charge:R:1
C -0.369 -2.753 -0.056 -0.642
C -0.913 -1.420 0.318 -0.051
C -0.134 -0.390 0.913 -0.183
C -0.785 0.645 1.527 -0.285
C -2.184 0.649 1.650 0.283
O -2.767 1.639 2.441 -0.679
C -2.993 -0.388 1.166 -0.271
C -2.298 -1.416 0.524 -0.178
H 0.729 -2.920 0.138 0.214
H -0.474 -2.775 -1.141 0.220
H -0.818 -3.641 0.396 0.223
H 0.930 -0.467 0.834 0.221
H -0.333 1.456 2.098 0.215
H -2.368 2.420 2.038 0.472
H -4.058 -0.330 1.093 0.229
H -2.768 -2.389 0.247 0.207
C 1.415 0.062 -1.741 -0.630
C 2.611 0.988 -1.413 -0.452
C 2.133 2.240 -0.705 -0.637
H 1.015 0.312 -2.705 0.208
H 0.391 0.267 -1.221 0.223
H 1.576 -1.035 -1.556 0.208
H 3.530 0.464 -1.147 0.221
H 3.102 1.081 -2.400 0.213
H 2.730 2.280 0.202 0.215
H 2.003 3.206 -1.193 0.221
H 1.097 2.218 -0.306 0.213
```

---

Record 5
A cluster of 13 separate species, C3H30NO14 in total in a non-equilibrium geometry. Source: OMol25; level of theory: ωB97M-V/def2-TZVPD.

The total charge is +1. Its gap between HOMO and LUMO is 0.4043 hartree. As for the HOMO energy: -0.4942 hartree. Its calculated total energy is -33747.5175 eV.

Geometry as XYZ:
```
48
Properties=species:S:1:pos:R:3:nbo_charge:R:1
O -0.954 2.200 2.389 -0.675
C -0.312 1.331 1.658 0.803
O -0.630 0.164 1.480 -0.667
C 0.984 1.774 1.045 0.034
C 1.596 2.838 1.514 -0.338
O 2.922 -2.907 0.995 -0.938
N 1.384 1.025 -0.188 -0.749
H -2.679 -0.116 2.269 0.497
H 0.687 -3.924 -1.916 0.500
H 1.268 3.345 2.406 0.245
H 2.571 3.259 1.270 0.228
H 2.745 -2.358 1.777 0.478
H 2.296 0.657 0.091 0.411
H 0.778 0.258 -0.540 0.511
H 1.518 1.794 -0.890 0.480
H 2.179 -2.513 0.510 0.464
H 2.098 -3.818 -1.245 0.500
O 1.303 -3.334 -1.492 -0.977
H -1.734 -4.197 2.521 0.489
H -0.819 -2.969 2.146 0.508
O -1.711 -3.345 2.083 -1.005
H -2.438 -3.002 0.155 0.501
H -2.293 -1.741 0.777 0.496
O -2.406 -2.075 -0.121 -0.969
H -1.594 -2.055 -1.601 0.517
H -1.978 -1.745 -3.135 0.495
O -1.372 -1.554 -2.418 -1.004
H 2.019 3.396 -2.393 0.518
H 3.197 2.497 -1.941 0.487
O 2.442 2.988 -1.626 -0.948
H -1.352 3.356 -3.738 0.500
H -2.411 2.624 -2.882 0.495
O -1.470 2.814 -2.957 -0.974
H -3.882 0.347 3.169 0.496
H -1.837 1.932 2.733 0.551
O -2.991 0.551 2.879 -0.970
H -1.364 0.544 -0.996 0.503
H -0.728 1.861 -1.499 0.498
O -0.927 1.353 -0.695 -0.988
H 0.493 4.596 -0.587 0.481
H -0.683 4.053 -1.534 0.495
O 0.166 4.511 -1.482 -0.978
H 1.254 -3.889 1.999 0.488
H 1.221 -3.885 3.465 0.490
O 0.816 -3.448 2.717 -0.966
H 0.199 -1.009 -2.374 0.511
H 1.363 -1.537 -1.751 0.494
O 1.068 -0.646 -2.046 -1.014
```

---

Record 6
An isolated molecule of C3H6ClNO4S in a non-equilibrium geometry. Source: OMol25; level of theory: ωB97M-V/def2-TZVPD.

The total charge is 0. As for the SMILES: CN(C)OS(=O)(=O)C(=O)Cl. Its gap between HOMO and LUMO is 0.3741 hartree. As for the HOMO energy: -0.3784 hartree. Its calculated total energy is -36242.2480 eV.

Geometry as XYZ:
```
16
Properties=species:S:1:pos:R:3:nbo_charge:R:1
C 0.975 1.258 -0.590 -0.442
N -0.447 0.851 -0.663 -0.084
C -1.202 1.824 0.197 -0.430
O -0.595 -0.441 0.116 -0.647
S -0.193 -1.831 -0.522 2.278
O 0.808 -1.709 -1.555 -0.895
O -1.367 -2.560 -0.833 -0.886
C 0.436 -2.456 1.139 0.257
O -0.203 -2.347 2.114 -0.440
Cl 1.959 -3.213 1.021 0.046
H 1.670 0.490 -0.574 0.230
H 1.079 2.122 -1.267 0.225
H 1.066 1.788 0.403 0.160
H -2.164 1.533 0.001 0.222
H -0.781 1.857 1.167 0.195
H -1.041 2.832 -0.154 0.213
```

---

Record 7
The ion C12H14NO with charge +1 in a non-equilibrium geometry. Source: OMol25; level of theory: ωB97M-V/def2-TZVPD.

The total charge is +1. As for the SMILES: C[N@H+]1C=CC(=O)[C@]1(C)c1ccccc1. Its gap between HOMO and LUMO is 0.3373 hartree. As for the HOMO energy: -0.4751 hartree. Its calculated total energy is -16199.5060 eV.

Geometry as XYZ:
```
28
Properties=species:S:1:pos:R:3:nbo_charge:R:1
C 1.953 1.870 -0.266 -0.428
N 1.389 0.540 -0.661 -0.399
C 2.377 -0.358 -1.214 -0.017
C 2.430 -1.573 -0.668 -0.247
C 1.197 -1.638 0.351 0.574
O 0.923 -2.563 1.040 -0.450
C 0.617 -0.207 0.431 0.028
C 1.014 0.230 1.818 -0.656
C -0.893 -0.226 0.064 -0.094
C -1.455 -0.814 -1.133 -0.222
C -2.795 -0.698 -1.405 -0.192
C -3.674 -0.160 -0.464 -0.179
C -3.142 0.317 0.730 -0.182
C -1.763 0.438 0.858 -0.197
H 2.534 1.638 0.750 0.242
H 2.555 2.442 -1.003 0.268
H 1.013 2.300 0.096 0.230
H 0.631 0.796 -1.359 0.464
H 2.977 0.159 -1.988 0.247
H 2.925 -2.486 -0.924 0.276
H 2.075 0.318 2.069 0.245
H 0.503 -0.581 2.551 0.298
H 0.683 1.258 1.927 0.226
H -0.761 -1.427 -1.649 0.214
H -3.208 -1.164 -2.405 0.247
H -4.789 -0.319 -0.593 0.247
H -3.843 0.685 1.480 0.238
H -1.476 1.222 1.570 0.222
```

---

Record 8
An isolated molecule of C4H6F3NO4 in a non-equilibrium geometry. Source: OMol25; level of theory: ωB97M-V/def2-TZVPD.

Its expectation value of S² is 2.01. The total charge is 0. The spin multiplicity is 3. Its gap between HOMO and LUMO (alpha / beta) is 0.3337 / 0.2532 hartree. As for the HOMO energy (alpha / beta): -0.3106 / -0.4022 hartree. Its calculated total energy is -22070.4790 eV.

Geometry as XYZ:
```
18
Properties=species:S:1:pos:R:3:nbo_charge:R:1
C 1.349 -0.750 0.228 -0.075
C -0.540 0.948 0.979 -0.063
C -0.017 -0.068 -0.126 -0.083
C 0.125 0.705 -1.478 0.974
N -0.936 -1.238 -0.310 0.213
O -1.190 -1.635 -1.409 -0.152
O -1.166 -1.871 0.712 -0.203
O 1.486 -0.766 1.650 -0.730
O -1.396 1.901 0.510 -0.673
F 0.850 -0.088 -2.318 -0.332
F -1.016 0.941 -2.093 -0.312
F 0.747 1.855 -1.333 -0.301
H 2.178 -0.044 -0.036 0.214
H 1.433 -1.829 -0.060 0.202
H 0.230 1.592 1.274 0.211
H -0.939 0.288 1.777 0.175
H 0.804 -1.290 2.097 0.476
H -2.004 1.350 -0.063 0.459
```